# 1
Density functional theory data (ωB97M-V/def2-TZVPD) for a 5-piece molecular cluster, C22H56N4O5 overall.

Last column: Mulliken charge in e.
Atoms and positions in Å:
C -0.056 10.197 -16.556  -2.20
C 0.103 10.920 -17.931  1.71
C -1.143 10.563 -18.782  -1.83
C 0.023 12.425 -17.580  -1.22
C 0.447 13.317 -18.728  -0.68
C 1.783 12.890 -19.323  -1.33
C 2.025 11.423 -19.536  1.90
C 1.444 10.949 -20.877  -1.89
C 3.534 11.143 -19.495  -2.14
N 1.405 10.558 -18.469  0.91
O 1.542 9.181 -18.662  -0.56
H -0.349 9.151 -16.690  0.52
H 0.958 10.215 -16.157  0.13
H -0.812 10.593 -15.879  0.52
H -2.071 10.555 -18.218  0.41
H -1.258 11.261 -19.619  0.37
H -0.908 9.641 -19.322  0.38
H -0.991 12.587 -17.211  0.52
H 0.644 12.610 -16.693  0.07
H -0.372 13.145 -19.439  0.40
H 0.399 14.371 -18.458  0.37
H 2.540 13.332 -18.662  0.37
H 1.920 13.485 -20.230  0.35
H 1.303 9.867 -20.875  0.26
H 2.135 11.145 -21.702  0.51
H 0.470 11.398 -21.075  0.35
H 3.844 11.370 -18.476  0.39
H 4.014 11.746 -20.270  0.46
H 3.806 10.141 -19.837  0.48
H 2.416 8.995 -18.297  0.32
C -2.186 6.034 -11.404  -0.82
O -0.964 6.586 -11.838  -0.25
C -0.863 7.990 -11.803  -0.79
C 0.589 8.472 -11.754  2.45
C 1.291 8.186 -10.426  -1.86
N 0.509 9.932 -11.869  -0.72
H -2.937 6.030 -12.211  0.28
H -2.681 6.745 -10.731  0.36
H -2.010 5.027 -11.046  0.26
H -1.315 8.365 -12.729  0.25
H -1.313 8.456 -10.920  0.54
H 1.240 8.131 -12.563  -1.38
H 1.217 7.140 -10.110  0.38
H 0.782 8.717 -9.619  0.36
H 2.355 8.415 -10.463  0.40
H 0.123 10.177 -12.783  0.24
H 1.467 10.235 -12.058  0.32
C -0.992 5.657 -15.145  -0.79
O 0.239 6.092 -15.680  -0.48
C 0.959 6.903 -14.761  -0.48
C 2.309 7.054 -15.423  1.31
C 3.065 5.751 -15.763  -1.64
N 3.212 7.724 -14.410  -0.63
H -1.541 5.146 -15.939  0.39
H -1.742 6.405 -14.850  0.21
H -0.811 5.029 -14.271  0.31
H 0.428 7.853 -14.620  0.03
H 0.993 6.441 -13.767  0.75
H 2.386 7.751 -16.257  -0.66
H 2.530 5.253 -16.579  0.36
H 3.270 5.097 -14.920  0.35
H 4.017 6.037 -16.216  0.51
H 3.201 7.157 -13.567  0.19
H 4.161 7.731 -14.759  0.28
C 0.641 13.888 -12.541  -0.60
O 0.362 14.413 -13.818  -0.30
C 1.396 15.228 -14.353  -0.90
C 0.879 15.981 -15.568  1.07
C 1.951 16.406 -16.587  -1.53
N 0.196 17.186 -15.096  -0.76
H 0.859 14.702 -11.847  0.34
H 1.477 13.179 -12.621  0.14
H -0.170 13.230 -12.231  0.24
H 1.634 15.951 -13.566  0.59
H 2.228 14.560 -14.600  0.18
H 0.184 15.344 -16.132  0.05
H 1.529 16.482 -17.585  0.37
H 2.705 15.613 -16.525  0.26
H 2.503 17.294 -16.280  0.43
H -0.473 16.977 -14.366  0.22
H -0.225 17.723 -15.839  0.22
C 3.289 11.344 -14.397  -0.49
O 2.374 10.334 -14.034  -0.28
H 2.762 11.937 -15.154  -0.07
H 3.604 12.066 -13.639  0.26
H 4.153 10.941 -14.933  0.36
H 2.827 9.457 -13.964  0.30

- Kohn-Sham gap (eV) = 8.59
- lowest unoccupied orbital energy (eV) = 0.53
- HOMO (eV) = -8.1
- net charge = 0
- ΔE to the lowest compared entry with this formula, charge and spin (kcal per mole) = 32.48

# 2
Density functional theory data (ωB97M-V/def2-TZVPD) for C22H57BaF6HgN3O25S4Zn as an isolated structure.

Last column: Mulliken charge in e.
Atoms and positions in Å:
Ba -5.425 0.110 -0.873  1.56
Hg 0.049 -3.885 -2.884  1.12
Zn 2.469 1.350 0.106  1.85
S -3.634 -4.121 -3.095  1.21
O -4.298 -2.964 -2.535  -0.51
O -2.730 -3.735 -4.197  -0.63
O -2.721 -4.712 -2.142  -0.64
O -4.581 -5.146 -3.621  -0.59
S -0.575 0.159 -0.743  1.07
O -1.887 0.707 -0.370  -0.51
O 0.290 -0.008 0.385  -0.81
O -0.567 -1.029 -1.601  -0.64
O 0.206 1.220 -1.378  -0.84
C 5.847 -2.740 -1.659  0.52
F 6.571 -1.906 -0.910  -0.21
F 6.629 -3.259 -2.600  -0.20
F 5.335 -3.636 -0.735  -0.20
S 4.419 -1.883 -2.539  1.02
O 3.371 -2.885 -2.742  -0.65
O 3.870 -0.898 -1.536  -0.69
O 4.855 -1.257 -3.817  -0.65
C 6.057 -0.717 4.370  0.56
F 6.607 -1.307 3.374  -0.20
F 5.217 -1.542 4.960  -0.22
F 7.033 -0.345 5.261  -0.23
S 5.103 0.803 3.760  1.04
O 4.462 0.386 2.463  -0.64
O 4.069 1.135 4.758  -0.63
O 6.010 1.872 3.449  -0.65
C -4.125 4.022 1.368  -0.33
C -5.514 3.786 1.970  -0.54
O -5.859 2.449 1.894  -0.41
O -4.222 3.896 -0.048  -0.50
H -3.483 3.278 1.838  0.27
H -3.611 4.932 1.679  0.37
H -6.246 4.428 1.479  0.32
H -5.597 4.104 3.010  0.35
H -6.646 2.287 2.421  0.26
H -3.322 3.750 -0.348  0.29
C -2.053 3.366 -4.754  -0.41
C -3.470 2.728 -4.615  -0.40
O -3.325 1.386 -4.022  -0.43
O -1.622 3.744 -3.476  -0.50
H -2.001 4.197 -5.457  0.31
H -1.314 2.626 -5.063  0.31
H -3.915 2.641 -5.606  0.31
H -4.118 3.466 -4.144  0.27
H -2.982 0.791 -4.693  0.27
H -1.139 3.025 -3.062  0.27
C -0.369 -0.409 5.163  -0.36
C -0.274 0.099 6.613  -0.41
O 1.075 0.465 7.048  -0.52
O -0.722 0.607 4.231  -0.48
H -1.113 -1.199 5.058  0.24
H 0.521 -0.965 4.867  0.39
H -0.728 -0.609 7.306  0.33
H -0.883 0.993 6.745  0.25
H 1.555 0.809 6.291  0.31
H -0.410 0.347 3.361  0.27
C 3.592 4.883 -0.193  -0.36
C 2.252 4.997 0.583  -0.47
O 1.938 3.738 1.235  -0.39
O 3.898 3.511 -0.577  -0.47
H 4.463 5.291 0.321  0.35
H 3.557 5.490 -1.098  0.34
H 1.390 5.173 -0.061  0.33
H 2.350 5.767 1.348  0.32
H 1.311 3.934 1.935  0.20
H 4.481 3.583 -1.336  0.22
C 2.317 -4.395 2.456  -1.80
C 1.615 -5.463 1.634  0.56
C 0.948 -6.558 2.527  -0.89
O 0.019 -5.883 3.344  -0.20
C -0.880 -6.763 4.086  -0.82
N 0.648 -4.824 0.804  -0.46
H 1.702 -3.980 3.255  0.37
H 2.622 -3.448 2.012  0.51
H 3.200 -4.814 2.939  0.38
H 2.395 -5.914 1.021  0.22
H 1.557 -7.128 3.228  0.49
H 0.409 -7.224 1.852  0.42
H -0.306 -7.228 4.887  0.32
H -1.408 -7.456 3.431  0.31
H -1.614 -6.099 4.544  0.22
H 0.523 -3.881 1.143  0.19
H -0.240 -5.199 1.106  0.26
C -9.032 -3.820 2.148  -1.39
C -7.910 -2.793 2.104  0.09
C -6.520 -3.483 1.861  -0.82
O -5.482 -2.484 1.674  -0.07
C -4.187 -3.009 1.923  -1.02
N -8.182 -1.946 0.880  -0.50
H -9.976 -3.473 2.568  0.38
H -8.731 -4.657 2.778  0.36
H -9.263 -4.249 1.173  0.40
H -7.860 -2.170 2.997  0.33
H -6.521 -4.159 1.005  0.42
H -6.309 -4.021 2.785  0.37
H -3.988 -3.875 1.292  0.36
H -4.183 -3.328 2.965  0.31
H -3.343 -2.320 1.893  0.38
H -9.134 -1.628 0.994  0.25
H -8.338 -2.629 0.153  0.27
C 3.906 3.437 -5.608  -1.25
C 5.443 3.669 -5.390  0.47
C 5.750 5.200 -5.473  -0.66
O 5.371 5.611 -6.768  -0.30
C 5.723 6.962 -7.082  -0.77
N 5.811 2.992 -4.174  -0.65
H 3.796 2.606 -6.304  0.28
H 3.378 4.327 -5.949  0.32
H 3.422 3.258 -4.648  0.32
H 5.925 3.096 -6.182  0.30
H 6.805 5.263 -5.207  0.38
H 5.193 5.763 -4.724  0.27
H 5.454 7.280 -8.089  0.27
H 6.767 7.195 -6.872  0.29
H 5.012 7.561 -6.512  0.32
H 5.517 2.046 -4.371  0.22
H 6.810 2.862 -4.232  0.24

- Kohn-Sham gap (eV) = 3.05
- lowest unoccupied orbital energy (eV) = -4.86
- HOMO (eV) = -7.9
- net charge = 0

# 3
Density functional theory data (ωB97M-V/def2-TZVPD) for C22H57Cl3N3NaO12 as an isolated structure.

Last column: Mulliken charge in e.
Atoms and positions in Å:
Na 4.673 22.287 -2.084  0.95
Cl 1.597 24.483 -0.554  1.45
O 1.995 25.779 -1.030  -0.73
O 1.396 24.508 0.863  -0.46
O 0.383 24.078 -1.219  -0.63
O 2.636 23.521 -0.899  -0.58
Cl -0.234 30.070 -2.446  -0.23
C -1.285 28.657 -2.180  0.42
C -0.824 27.459 -2.949  0.38
Cl -1.335 27.554 -4.665  -0.23
H -2.311 28.930 -2.399  0.08
H -1.227 28.410 -1.118  -0.23
H -1.173 26.507 -2.564  -0.76
H 0.257 27.388 -2.956  0.53
C 1.415 26.862 3.796  -0.22
O 2.354 26.851 4.876  -0.56
H 0.464 27.269 4.144  0.27
H 1.901 27.507 3.067  0.20
H 1.263 25.892 3.312  0.01
H 2.089 26.204 5.536  0.29
C 5.179 24.739 0.750  -0.27
O 6.215 24.853 1.734  -0.56
H 4.489 23.928 0.962  0.21
H 4.602 25.665 0.809  0.23
H 5.619 24.612 -0.252  0.08
H 6.640 25.701 1.586  0.32
C -5.264 27.685 -2.995  -0.95
O -4.247 26.869 -2.491  -0.02
C -4.784 25.638 -1.973  -1.03
C -3.765 25.002 -1.061  0.37
N -3.508 25.816 0.113  -0.42
C -2.146 25.641 0.575  1.09
C -1.760 26.500 1.740  -0.28
O -2.016 27.836 1.363  -0.24
C -1.613 28.775 2.329  -0.80
H -5.828 27.201 -3.807  0.33
H -4.860 28.606 -3.415  0.24
H -5.972 27.969 -2.203  0.37
H -5.000 25.054 -2.875  0.45
H -5.729 25.879 -1.469  0.46
H -2.853 24.922 -1.676  -0.41
H -4.112 24.008 -0.767  0.29
H -3.651 26.784 -0.163  0.39
H -1.422 25.762 -0.245  -0.32
H -2.006 24.607 0.919  -0.55
H -0.720 26.306 2.015  -0.12
H -2.422 26.267 2.588  0.39
H -0.530 28.740 2.499  0.23
H -2.139 28.620 3.284  0.35
H -1.882 29.772 1.984  0.24
C -1.251 21.489 0.891  -0.40
O -0.860 21.164 2.203  -0.45
C -0.120 22.198 2.809  0.25
C 0.351 21.732 4.156  -1.15
N 1.158 20.522 4.093  -0.29
C 1.737 20.184 5.362  -0.63
C 2.281 18.784 5.352  -0.62
O 1.207 17.880 5.224  -0.29
C 1.618 16.546 5.278  -0.73
H -1.630 20.577 0.439  0.26
H -0.409 21.898 0.317  0.21
H -2.020 22.276 0.890  0.15
H -0.766 23.077 2.968  0.17
H 0.735 22.487 2.189  0.05
H -0.505 21.542 4.833  0.42
H 0.920 22.522 4.658  0.43
H 0.596 19.752 3.752  0.26
H 1.025 20.346 6.189  0.36
H 2.603 20.824 5.582  0.33
H 2.812 18.603 6.297  0.44
H 2.952 18.673 4.491  0.34
H 2.343 16.330 4.482  0.30
H 0.742 15.928 5.092  0.24
H 2.028 16.297 6.263  0.28
C -1.090 23.932 -4.922  -0.56
O -1.446 22.609 -4.539  -0.47
C -2.068 22.604 -3.270  0.27
C -2.482 21.207 -2.878  -0.49
N -3.460 20.703 -3.828  -0.40
C -3.871 19.319 -3.552  -0.82
C -2.845 18.276 -3.951  -0.43
O -2.802 18.222 -5.341  -0.31
C -1.989 17.201 -5.822  -0.76
H -1.981 24.562 -5.025  0.30
H -0.633 23.855 -5.910  0.32
H -0.376 24.409 -4.242  0.14
H -2.910 23.302 -3.180  -0.06
H -1.345 22.954 -2.510  0.03
H -2.897 21.342 -1.874  0.30
H -1.596 20.557 -2.874  0.28
H -3.062 20.771 -4.758  0.33
H -4.772 19.087 -4.125  0.31
H -4.110 19.304 -2.489  0.39
H -3.112 17.306 -3.487  0.47
H -1.844 18.461 -3.529  0.33
H -2.353 16.216 -5.476  0.30
H -0.952 17.234 -5.448  0.30
H -1.965 17.191 -6.907  0.26

- Kohn-Sham gap (eV) = 6.05
- lowest unoccupied orbital energy (eV) = -2.37
- HOMO (eV) = -8.4
- net charge = 0

# 4
Density functional theory data (ωB97M-V/def2-TZVPD) for a 7-piece molecular cluster, C22H57ClINO9P2 overall.

Last column: Mulliken charge in e.
Atoms and positions in Å:
C -1.607 0.166 -4.428  -0.94
C -0.045 0.344 -4.666  0.19
C 0.068 1.299 -5.933  -1.48
C 0.700 0.934 -3.429  0.89
C 2.218 1.157 -3.846  -1.57
C 0.750 -0.008 -2.189  -0.83
O -0.541 -0.342 -1.637  -0.17
P -0.808 0.296 -0.101  0.30
C 0.240 1.567 0.790  -0.41
C 0.710 2.779 -0.106  -0.06
C -0.231 4.013 0.109  -1.25
I 2.680 3.417 0.649  0.03
O -1.823 1.541 -0.843  -0.26
C -2.948 1.015 -1.264  0.42
N -3.871 0.437 -1.588  -0.56
P 0.358 -1.312 0.921  0.45
O 1.989 -1.245 0.496  -0.72
Cl -0.393 -3.155 0.188  -0.39
H -1.922 1.057 -3.828  0.10
H -2.167 0.110 -5.382  0.46
H -1.727 -0.735 -3.787  0.16
H 0.405 -0.626 -5.005  0.30
H 1.108 1.390 -6.308  0.34
H -0.388 2.272 -5.634  0.30
H -0.592 0.878 -6.730  0.43
H 0.308 1.948 -3.168  0.22
H 2.607 0.143 -4.112  0.28
H 2.824 1.491 -2.965  0.21
H 2.333 1.898 -4.659  0.42
H 1.451 0.464 -1.452  0.45
H 1.236 -0.981 -2.472  0.36
H -1.967 -0.180 0.600  0.10
H 1.099 1.108 1.335  0.10
H -0.414 2.004 1.590  0.50
H 0.885 2.526 -1.168  0.06
H 0.113 4.863 -0.525  0.40
H -1.288 3.813 -0.181  0.25
H -0.215 4.271 1.194  0.44
H 2.182 -1.764 -0.305  0.35
C 6.746 3.434 -3.202  -1.19
C 5.573 3.113 -2.297  -0.02
O 5.253 1.726 -2.370  -0.49
H 6.515 3.169 -4.236  0.30
H 6.995 4.496 -3.158  0.34
H 7.628 2.855 -2.913  0.34
H 4.690 3.676 -2.601  0.27
H 5.802 3.366 -1.257  0.22
H 6.032 1.232 -2.091  0.26
C -7.128 1.966 0.930  -0.88
C -7.767 1.362 -0.306  -0.35
O -6.968 1.615 -1.453  -0.50
H -7.000 3.044 0.807  0.23
H -7.740 1.782 1.816  0.36
H -6.133 1.544 1.095  0.27
H -8.751 1.800 -0.482  0.31
H -7.887 0.279 -0.191  0.27
H -6.102 1.218 -1.297  0.28
C -0.159 -6.721 3.007  -0.77
C -1.640 -6.433 2.844  -0.29
O -1.861 -5.036 2.684  -0.45
H 0.240 -6.190 3.873  0.28
H 0.019 -7.791 3.137  0.34
H 0.401 -6.375 2.134  0.13
H -2.193 -6.759 3.725  0.29
H -2.043 -6.956 1.970  0.26
H -1.378 -4.754 1.898  0.25
C 4.517 -0.377 4.061  -1.07
C 3.129 0.222 3.942  -0.33
O 2.760 0.358 2.573  -0.29
H 5.249 0.251 3.548  0.26
H 4.811 -0.478 5.108  0.37
H 4.554 -1.362 3.590  0.33
H 3.100 1.214 4.394  0.31
H 2.389 -0.408 4.446  0.29
H 2.776 -0.522 2.175  0.18
C 3.056 -7.789 0.497  -0.95
C 3.933 -7.011 1.459  -0.22
O 4.031 -7.688 2.708  -0.52
H 2.057 -7.923 0.915  0.21
H 2.971 -7.270 -0.460  0.29
H 3.466 -8.787 0.320  0.38
H 3.510 -6.024 1.650  0.21
H 4.941 -6.881 1.049  0.30
H 4.415 -8.556 2.539  0.30
C -6.457 5.036 3.497  -0.92
C -4.990 4.686 3.657  -0.11
O -4.208 5.866 3.824  -0.54
H -6.603 5.690 2.635  0.27
H -7.059 4.135 3.362  0.20
H -6.825 5.576 4.374  0.39
H -4.622 4.167 2.772  0.15
H -4.837 4.038 4.527  0.26
H -4.527 6.318 4.612  0.30

- Kohn-Sham gap (eV) = 8.66
- lowest unoccupied orbital energy (eV) = 0.03
- HOMO (eV) = -8.6
- net charge = 0

# 5
Density functional theory data (ωB97M-V/def2-TZVPD) for a 4-piece molecular cluster, C22H57F2N11O3P3 overall.

Last column: Mulliken charge in e.
Atoms and positions in Å:
F 3.938 1.736 -0.481  -0.24
C 2.630 2.068 -0.474  0.35
C 2.331 3.478 -0.432  0.01
C 0.875 3.731 -0.387  -0.34
C 0.097 2.483 -0.446  -0.22
N 0.495 1.226 -0.513  -0.72
N 1.780 1.032 -0.507  0.92
F 2.246 -0.217 -0.548  -0.09
H 3.076 4.297 -0.433  0.49
H 0.452 4.752 -0.322  0.40
H -1.012 2.620 -0.448  0.44
O 3.059 4.671 -4.165  -0.86
P 4.341 5.512 -4.179  0.90
N 4.268 5.884 -5.841  0.19
C 4.874 5.237 -6.983  -1.01
C 3.253 6.850 -6.242  -1.18
N 5.355 4.180 -3.755  0.28
C 6.384 3.572 -4.579  -1.22
C 4.731 3.126 -2.963  -0.72
N 5.730 6.548 -4.023  -0.06
C 6.508 7.206 -5.055  -0.80
C 6.436 6.517 -2.741  -0.93
H 5.388 5.983 -7.606  0.38
H 4.132 4.731 -7.608  0.35
H 5.632 4.504 -6.736  0.28
H 3.516 7.854 -5.887  0.35
H 2.273 6.591 -5.829  0.29
H 3.139 6.911 -7.325  0.41
H 5.953 2.915 -5.341  0.37
H 7.055 2.967 -3.966  0.39
H 7.025 4.317 -5.051  0.26
H 4.142 2.447 -3.593  0.36
H 4.076 3.550 -2.205  -0.29
H 5.478 2.531 -2.432  0.47
H 7.140 6.501 -5.601  0.24
H 7.167 7.965 -4.627  0.36
H 5.886 7.753 -5.763  0.25
H 7.267 5.804 -2.764  0.32
H 5.762 6.231 -1.932  0.23
H 6.836 7.499 -2.478  0.38
O -1.151 -3.584 3.021  -0.79
P 0.182 -4.007 2.405  0.82
N -0.271 -3.613 0.800  0.43
C -0.836 -4.427 -0.251  -1.06
C -0.344 -2.198 0.485  -1.49
N -0.001 -5.664 2.835  0.26
C -0.166 -6.780 1.925  -1.19
C -0.790 -5.940 4.039  -1.01
N 1.786 -4.385 1.837  -0.06
C 2.283 -4.479 0.480  -0.70
C 2.693 -5.015 2.799  -1.02
H -0.262 -4.290 -1.180  0.37
H -1.878 -4.164 -0.459  0.31
H -0.812 -5.492 -0.058  0.28
H 0.661 -1.756 0.459  0.33
H -0.932 -1.656 1.234  0.37
H -0.805 -2.004 -0.486  0.52
H -1.189 -6.836 1.538  0.32
H 0.043 -7.723 2.436  0.40
H 0.543 -6.744 1.095  0.26
H -1.866 -5.901 3.831  0.27
H -0.565 -5.221 4.825  0.31
H -0.559 -6.928 4.443  0.37
H 1.932 -5.384 -0.023  0.22
H 3.377 -4.504 0.462  0.38
H 2.020 -3.609 -0.123  0.12
H 2.663 -6.105 2.715  0.31
H 2.428 -4.742 3.820  0.31
H 3.727 -4.688 2.649  0.38
O -5.858 0.653 2.505  -0.83
P -5.722 -0.865 2.644  0.86
N -7.329 -1.206 2.168  0.21
C -8.525 -1.402 2.951  -1.00
C -7.630 -1.041 0.754  -1.22
N -5.446 -0.803 4.346  0.29
C -6.318 -1.322 5.381  -1.25
C -4.809 0.411 4.858  -1.05
N -5.396 -2.574 2.708  0.11
C -6.310 -3.690 2.589  -0.85
C -4.108 -2.974 3.278  -1.09
H -9.034 -2.325 2.636  0.38
H -9.232 -0.573 2.835  0.34
H -8.354 -1.522 4.014  0.28
H -7.141 -1.826 0.162  0.35
H -7.281 -0.072 0.383  0.31
H -8.700 -1.099 0.544  0.41
H -7.169 -0.658 5.561  0.35
H -5.774 -1.421 6.323  0.41
H -6.674 -2.328 5.152  0.26
H -5.532 1.228 4.971  0.30
H -4.015 0.744 4.191  0.29
H -4.345 0.232 5.831  0.34
H -6.925 -3.813 3.485  0.25
H -5.768 -4.629 2.440  0.33
H -6.959 -3.609 1.717  0.26
H -4.197 -3.192 4.347  0.19
H -3.365 -2.187 3.151  0.31
H -3.705 -3.860 2.782  0.45

- Kohn-Sham gap (eV) = 3.29
- lowest unoccupied orbital energy (eV) = -5.67
- HOMO (eV) = -9.0
- net charge = +1